# C11H14N2O

A cluster of 2 separate species, C11H14N2O in total (ωB97M-V/def2-TZVPD, the OMol25 dataset).

ORCA input file:
```
! RIJCOSX wB97M-V def2-TZVPD def2/J DEFGRID3
* xyz 1 2
C -0.13 -3.42 1.03
C -1.14 -3.60 0.08
H -2.03 -2.79 -1.77
H 1.69 0.66 -2.28
H -1.79 -4.47 0.12
C -0.38 -1.67 -1.12
H 2.15 3.93 1.31
C -1.26 -2.78 -1.01
H -1.44 2.53 2.60
H 1.67 -2.20 1.51
H 2.37 -0.26 -0.13
O 0.03 4.68 2.73
H -0.51 0.23 -4.02
N 1.26 3.47 1.24
C 0.10 3.80 1.90
H -1.65 0.47 -2.70
N 1.49 -0.50 -0.57
C -1.08 2.89 1.64
C -1.03 -0.28 -3.19
H -1.90 3.49 1.23
C 0.78 -2.37 0.93
C 1.07 -0.05 -1.74
H 1.23 2.62 0.71
C 0.68 -1.59 -0.20
H -0.14 -4.13 1.83
C -0.12 -0.73 -2.13
H -0.93 2.05 0.95
H -1.64 -1.02 -3.70
*
```

Results
E_HOMO (alpha / beta) = -12.10 / -12.10 eV
Electronic energy = -612.044754 hartree
LUMO level (alpha / beta) = -3.94 / -7.12 eV
Relative energy (zero: lowest compared OMol25 entry of this formula, charge and spin) = 11.6 kcal/mol

# C32H52Cl8MgO22S

A structure of composition C32H52Cl8MgO22S (ωB97M-V/def2-TZVPD, the OMol25 dataset).

ORCA input file:
```
! RIJCOSX wB97M-V def2-TZVPD def2/J DEFGRID3
* xyz 0 1
H -2.06 5.44 -10.12
O -5.86 6.53 -11.45
H -13.50 8.26 -16.00
O -0.92 14.50 -15.10
H -6.34 1.40 -14.99
C -3.31 12.85 -13.28
H -7.35 6.19 -7.19
C -3.33 6.83 -16.18
H -2.61 7.59 -16.46
O -2.52 14.01 -13.62
H -2.95 12.43 -12.34
H -2.66 3.34 -9.46
O -10.75 7.92 -14.94
O -11.83 11.24 -8.46
C -6.38 3.46 -15.73
C -3.16 11.96 -14.54
H -7.75 12.99 -13.22
C -6.84 10.35 -17.23
C -12.54 8.36 -16.50
O -9.18 8.12 -13.32
H -4.18 5.82 -14.50
C -7.86 3.59 -16.04
O -6.27 8.13 -13.83
H -6.51 12.35 -8.07
O -4.74 9.82 -12.98
H -12.68 9.75 -14.12
C -11.39 8.97 -15.73
O -9.90 7.24 -9.28
H -4.26 8.95 -10.92
H -5.41 12.68 -12.73
H -8.48 11.42 -13.25
C -8.92 6.70 -9.97
Cl -6.91 7.59 -17.17
H -7.93 12.60 -15.59
H -2.84 10.97 -14.22
O -9.84 12.24 -8.57
H -5.04 14.00 -13.87
H -2.54 6.74 -9.18
H -7.88 13.46 -7.72
C -11.72 9.92 -14.59
O -7.56 5.70 -13.41
O -7.03 9.35 -12.23
C -5.76 2.08 -15.60
Cl -3.12 5.27 -17.01
H -12.28 7.38 -16.91
Cl -1.84 5.82 -14.11
C -7.45 4.84 -14.23
O -8.40 7.23 -10.92
C -8.85 12.48 -15.03
H -4.73 2.25 -15.29
C -3.41 6.57 -14.69
H -3.82 10.61 -11.05
O -8.39 5.64 -9.40
Cl -2.31 9.42 -9.57
O -2.24 12.67 -15.32
H -7.62 12.01 -6.79
H -4.33 2.92 -8.87
H -4.63 14.14 -12.16
H -5.99 10.39 -17.90
Cl -8.43 10.55 -18.10
O -3.69 6.42 -10.95
C -10.67 11.20 -8.72
C -7.56 12.42 -7.79
O -10.59 9.78 -13.73
H -8.46 5.29 -6.11
H -8.02 3.79 -17.10
C -7.98 5.31 -7.08
C -8.65 12.46 -13.51
H -4.08 5.40 -8.00
H -5.78 4.06 -16.42
H -11.06 6.12 -7.93
C -4.68 13.44 -13.00
H -8.31 10.23 -10.20
H -4.08 11.75 -15.10
C -3.92 9.80 -10.33
C -10.11 8.54 -13.93
H -11.74 10.91 -15.05
H -9.56 4.36 -8.35
H -5.88 10.36 -9.67
H -8.30 12.24 -9.86
C -3.52 3.64 -8.85
C -1.83 13.80 -14.77
H -5.71 1.73 -16.64
Cl -9.99 13.65 -15.70
O -9.96 10.08 -8.96
H -4.30 7.19 -16.52
H -2.99 3.55 -7.90
O -6.29 4.23 -14.50
H -7.36 4.43 -7.21
H -9.85 7.26 -7.28
H -8.45 2.68 -15.90
H -12.76 8.97 -17.38
H -7.81 9.13 -15.69
C -8.56 10.34 -9.14
C -3.93 5.07 -9.03
S -6.11 9.54 -13.39
H -6.76 11.24 -16.61
C -4.93 10.05 -9.25
C -2.97 5.98 -9.83
H -6.11 9.16 -15.59
H -9.34 11.55 -15.28
C -4.97 6.10 -10.81
Mg -7.48 7.55 -12.57
Cl -5.26 8.59 -8.27
C -6.92 9.15 -16.32
H -7.93 9.71 -8.52
Cl -10.10 13.03 -12.63
C -8.50 11.86 -8.85
H -3.50 7.47 -14.09
H -10.74 9.42 -16.49
O -6.65 10.42 -14.41
H -4.50 10.80 -8.58
O -8.35 4.59 -15.18
C -10.05 6.51 -8.04
O -5.11 5.18 -9.82
C -9.06 5.32 -8.18
*
```

Results
E_HOMO = -9.46 eV
Electronic energy = -7185.882703 hartree
LUMO level = -0.13 eV
Relative energy (zero: lowest compared OMol25 entry of this formula, charge and spin) = 45.5 kcal/mol

# C4H8ClN

An isolated molecule of C4H8ClN (ωB97M-V/def2-TZVPD, the OMol25 dataset).

ORCA input file:
```
! RIJCOSX wB97M-V def2-TZVPD def2/J DEFGRID3
* xyz 0 1
C 0.00 0.44 0.33
H -0.78 -0.16 -2.40
C 1.38 0.92 0.64
H 2.07 0.01 0.75
H -1.70 -0.76 0.97
Cl -1.07 1.79 0.06
H -0.06 -1.30 1.58
H -1.95 -0.37 -1.31
H 0.75 -1.27 -0.75
C -0.15 -0.75 -0.58
H 1.84 1.59 -0.09
C -0.64 -0.80 0.84
H 1.41 1.44 1.59
N -1.12 -0.79 -1.64
*
```

Results
E_HOMO = -9.07 eV
SMILES = C[C@]1(Cl)C[C@H]1N
Electronic energy = -672.124226 hartree
LUMO level = 0.94 eV
Relative energy (zero: lowest compared OMol25 entry of this formula, charge and spin) = 7.8 kcal/mol

# C3H4N2

A cluster of 2 separate species, C3H4N2 in total (ωB97M-V/def2-TZVPD, the OMol25 dataset).

ORCA input file:
```
! RIJCOSX wB97M-V def2-TZVPD def2/J DEFGRID3
* xyz 0 1
C -0.01 -0.04 -0.74
H 0.26 1.29 0.93
N -3.68 -0.21 -0.02
H -0.55 -1.25 1.74
C -1.16 -0.04 0.18
C -2.53 -0.14 0.07
H 0.82 -0.71 -0.52
N -0.33 1.06 0.14
H -0.16 0.17 -1.79
*
```

Results
E_HOMO (alpha / beta) = -9.39 / -10.12 eV
Electronic energy = -226.024875 hartree
LUMO level (alpha / beta) = -0.99 / -1.08 eV
Relative energy (zero: lowest compared OMol25 entry of this formula, charge and spin) = 125.7 kcal/mol